(1)
14
Properties=species:S:1:pos:R:3:forces:R:3 method="wB97M-V/def2-TZVPD" multiplicity=1 e_tot_ev=-8265.997 largest_force_ha_per_bohr=0.072 e_above_lowest_kj_mol=321.2
C 1.360877 0.085178 0.332778 -0.45 -0.77 -0.80
N 1.554621 0.769339 -0.856609 -2.68 0.42 -1.46
N 1.243732 -1.292344 0.143996 -0.42 0.47 0.12
C -1.203135 0.476088 0.105541 1.88 -1.75 -2.68
C -2.395248 -0.101156 0.242423 -0.50 0.64 0.20
O -0.267714 0.649553 0.994033 1.66 0.64 0.51
H 2.139595 0.305289 1.070268 -0.91 0.37 0.27
H 1.829380 1.730911 -0.705763 -0.14 0.04 0.08
H 0.591064 0.774613 -1.446834 3.17 -0.03 1.51
H 1.311900 -1.841970 0.985048 -0.26 0.08 0.12
H 0.433674 -1.551025 -0.418694 0.30 -0.05 0.15
H -0.786535 0.523681 -1.025309 -1.38 0.06 1.94
H -2.882338 -0.082437 1.204971 -0.01 -0.49 0.17
H -2.929871 -0.445722 -0.625847 -0.26 0.37 -0.12


(2)
54
Properties=species:S:1:pos:R:3:forces:R:3 method="wB97M-V/def2-TZVPD" multiplicity=1 smiles="COc1cc(C(=O)Nc2ccc(-c3nc4cc(C)ccc4o3)c(O)c2)cc(OC)c1OC" e_tot_ev=-40510.163 largest_force_ha_per_bohr=0.027 e_above_lowest_kj_mol=76.7
C -1.030579 -2.531171 -1.203546 -0.01 -0.09 0.25
O -1.008627 -2.001951 -2.506160 0.24 0.25 -0.47
C 0.172617 -1.493482 -2.989343 -0.11 -0.03 0.00
C 1.362583 -1.579209 -2.277483 0.15 -0.05 -0.12
C 2.530347 -1.013301 -2.769215 -0.39 -0.16 -0.41
C 3.810201 -1.116689 -2.029201 0.14 -0.08 -0.05
O 4.875657 -1.319045 -2.575896 0.00 0.06 -0.10
N 3.754252 -1.037722 -0.657899 0.45 -0.24 0.32
C 2.747493 -0.555893 0.171930 -0.44 0.26 0.50
C 1.897866 0.483313 -0.226785 0.03 0.16 0.01
C 0.912522 0.920503 0.624239 0.12 -0.17 0.07
C 0.747092 0.358245 1.893772 0.09 0.01 -0.21
C -0.291121 0.818585 2.776529 -0.08 -0.28 0.66
N -0.507023 0.360295 3.979732 0.51 -0.21 -0.46
C -1.578524 1.072904 4.457659 -0.61 0.82 -0.51
C -2.251002 1.024897 5.670717 0.07 0.06 -0.22
C -3.315209 1.889589 5.853568 -0.03 0.02 0.01
C -4.086211 1.890927 7.139475 -0.03 0.03 0.00
C -3.689306 2.779116 4.837045 0.04 -0.06 0.05
C -3.033284 2.842638 3.623069 0.24 -0.02 -0.36
C -1.972474 1.975196 3.451094 -0.27 -0.47 1.30
O -1.143713 1.799487 2.388094 0.26 -0.01 -0.42
C 1.625055 -0.662424 2.316572 -0.19 0.29 -0.13
O 1.537278 -1.235394 3.520418 0.12 -0.11 0.03
C 2.616031 -1.099500 1.443711 0.03 0.00 -0.11
C 2.533728 -0.398370 -4.016108 0.07 0.04 0.09
C 1.363401 -0.320357 -4.749060 -0.22 -0.04 0.03
O 1.253633 0.261769 -5.972841 -0.22 -0.19 0.29
C 2.416221 0.790965 -6.563044 0.21 0.09 -0.08
C 0.158876 -0.859286 -4.241809 -0.01 0.09 -0.23
O -0.902212 -0.678991 -5.070354 0.49 0.11 0.25
C -2.143649 -1.299355 -4.827408 -0.53 -0.18 -0.01
H -2.072199 -2.789010 -1.016397 0.09 -0.01 0.05
H -0.698740 -1.796344 -0.462285 0.01 -0.02 -0.02
H -0.418210 -3.434754 -1.120996 -0.01 0.04 0.00
H 1.386946 -2.099346 -1.335290 -0.07 -0.02 0.10
H 4.598963 -1.353080 -0.195885 -0.09 0.05 -0.19
H 2.022628 0.938718 -1.195074 -0.01 0.06 -0.05
H 0.251911 1.719022 0.323898 -0.04 0.08 -0.06
H -1.944757 0.332772 6.438575 0.02 -0.09 0.12
H -4.039267 2.872938 7.608306 -0.03 0.03 0.10
H -3.687811 1.155299 7.832765 -0.02 -0.03 0.09
H -5.134576 1.661943 6.952671 -0.07 -0.02 0.07
H -4.524994 3.439728 5.014511 -0.09 0.08 0.00
H -3.329522 3.530988 2.848310 -0.06 0.10 -0.07
H 0.792312 -0.821375 4.018376 0.01 0.01 -0.05
H 3.277636 -1.883825 1.777443 0.06 -0.14 0.02
H 3.462552 0.005125 -4.383058 0.08 0.04 -0.10
H 3.182825 0.022491 -6.703784 -0.03 0.03 0.02
H 2.831628 1.612762 -5.970558 -0.01 -0.04 -0.01
H 2.102783 1.170795 -7.534098 0.07 -0.01 0.06
H -2.628695 -0.903572 -3.932672 0.04 -0.05 -0.11
H -2.043863 -2.382632 -4.733438 -0.02 0.08 -0.02
H -2.749471 -1.064930 -5.702790 0.03 -0.03 0.06